{
  "formula": "C20H54ClO7P",
  "method": "ωB97M-V with the def2-TZVPD basis set",
  "gap_ha": 0.310,
  "e_homo_ev": -7.806,
  "lumo_energy_ev": 0.63,
  "spin_multiplicity": 1,
  "elements": ["C", "C", "C", "P", "C", "Cl", "C", "C", "H", "H", "H", "H", "H", "H", "H", "H", "H", "H", "H", "H", "C", "C", "O", "H", "H", "H", "H", "H", "H", "C", "C", "O", "H", "H", "H", "H", "H", "H", "C", "C", "O", "H", "H", "H", "H", "H", "H", "C", "C", "O", "H", "H", "H", "H", "H", "H", "C", "C", "O", "H", "H", "H", "H", "H", "H", "C", "C", "O", "H", "H", "H", "H", "H", "H", "C", "C", "O", "H", "H", "H", "H", "H", "H"],
  "coordinates": [[3.90, -3.04, 1.80], [4.48, -1.87, 1.32], [3.98, -1.09, 0.05], [2.65, 0.20, 0.50], [1.46, -0.63, 1.77], [0.70, 0.79, 2.68], [0.36, -1.41, 0.93], [-0.17, -2.75, 1.62], [3.29, -3.75, 1.19], [4.00, -3.25, 2.91], [5.35, -1.41, 1.88], [3.48, -1.81, -0.68], [4.85, -0.56, -0.46], [1.78, 0.43, -0.63], [2.01, -1.26, 2.52], [0.73, -1.64, -0.12], [-0.54, -0.71, 0.85], [-1.31, -2.75, 1.50], [0.22, -3.66, 1.06], [0.13, -2.87, 2.70], [-4.43, 0.83, -0.50], [-3.38, 0.18, 0.38], [-2.08, 0.44, -0.12], [-4.35, 0.45, -1.53], [-5.44, 0.63, -0.13], [-4.28, 1.91, -0.55], [-3.52, -0.90, 0.41], [-3.45, 0.56, 1.41], [-1.96, 1.40, -0.13], [-7.14, -1.77, 1.41], [-7.50, -2.56, 0.17], [-6.68, -2.15, -0.93], [-7.28, -0.70, 1.24], [-7.76, -2.08, 2.26], [-6.09, -1.92, 1.68], [-8.54, -2.39, -0.10], [-7.35, -3.63, 0.33], [-5.77, -2.30, -0.68], [7.83, 2.44, -1.95], [7.06, 1.82, -0.80], [6.36, 0.66, -1.24], [7.15, 2.72, -2.76], [8.36, 3.34, -1.62], [8.55, 1.73, -2.36], [6.33, 2.53, -0.40], [7.74, 1.54, 0.01], [7.02, 0.04, -1.58], [7.52, 6.18, -4.87], [7.85, 4.75, -5.24], [6.89, 3.86, -4.68], [7.51, 6.30, -3.78], [8.25, 6.87, -5.29], [6.53, 6.46, -5.23], [8.83, 4.47, -4.86], [7.85, 4.62, -6.33], [6.03, 4.10, -5.02], [-8.67, -5.95, 4.30], [-8.29, -4.53, 3.92], [-9.36, -3.91, 3.22], [-8.90, -6.54, 3.41], [-7.85, -6.44, 4.84], [-9.56, -5.96, 4.93], [-7.41, -4.53, 3.28], [-8.07, -3.94, 4.82], [-10.13, -3.91, 3.80], [8.04, 3.30, 4.08], [7.72, 2.52, 2.82], [8.56, 2.93, 1.75], [7.92, 4.37, 3.91], [7.39, 3.00, 4.90], [9.08, 3.14, 4.37], [6.68, 2.70, 2.51], [7.84, 1.45, 2.98], [9.47, 2.76, 2.02], [-7.31, 0.77, -3.84], [-8.70, 0.27, -4.18], [-8.67, -1.12, -4.48], [-6.63, 0.59, -4.67], [-7.33, 1.84, -3.61], [-6.91, 0.23, -2.97], [-9.09, 0.79, -5.06], [-9.39, 0.43, -3.35], [-8.33, -1.58, -3.70]],
  "lowdin_charge": [-0.0466, -0.2312, -0.4125, 0.8407, -0.8543, 0.4395, -0.3377, -0.1183, 0.0625, 0.0626, 0.0977, 0.0767, 0.0376, -0.0514, 0.0495, 0.0872, 0.0587, 0.0652, 0.0675, 0.0714, -0.0895, -0.3159, -0.1065, 0.0779, 0.0615, 0.0759, 0.1032, 0.1142, 0.0905, -0.0883, -0.3095, -0.0981, 0.0725, 0.0562, 0.0722, 0.1159, 0.1085, 0.0730, -0.0838, -0.3079, -0.1126, 0.0523, 0.0774, 0.0760, 0.1174, 0.0886, 0.0859, -0.0945, -0.3159, -0.1008, 0.0763, 0.0734, 0.0720, 0.1127, 0.1072, 0.0866, -0.0943, -0.3290, -0.0955, 0.0777, 0.0746, 0.0727, 0.1067, 0.1103, 0.0825, -0.0943, -0.3242, -0.1011, 0.0771, 0.0748, 0.0715, 0.1142, 0.1092, 0.0854, -0.0950, -0.3254, -0.0860, 0.0773, 0.0729, 0.0579, 0.1102, 0.1065, 0.0746]
}